Entry from OMol25: a 8-piece molecular cluster, C65H152F2N8O8S2 overall in a non-equilibrium geometry (wB97M-V/def2-TZVPD).

For the gap between HOMO and LUMO, the calculation gives 9.87 eV. Its total charge is +6.

Element x y z (Å)
C 3.83658 4.29013 -2.62220
C 3.70696 3.73162 -1.22150
N 4.24260 4.62665 -0.12511
C 4.11405 3.93120 1.19910
C 5.69479 4.92016 -0.43243
C 6.47810 5.56975 0.70785
C 3.51927 5.93710 -0.06372
C 2.02486 5.91087 0.15570
O 1.38477 5.34986 -0.95656
C -0.02330 5.53117 -0.98517
H 4.87482 4.37822 -2.93240
H 3.28630 5.21498 -2.76227
H 3.39841 3.55424 -3.29886
H 4.30189 2.81620 -1.14764
H 2.70123 3.39897 -0.98802
H 3.08323 3.65568 1.38594
H 4.49175 4.63917 1.92900
H 4.74728 3.04824 1.15331
H 5.69755 5.68414 -1.20894
H 6.17815 4.02498 -0.81075
H 5.96979 6.35086 1.26584
H 7.42738 5.93856 0.32607
H 6.75372 4.81355 1.45066
H 3.65348 6.38459 -1.05463
H 4.02607 6.69313 0.53040
H 1.66565 6.93305 0.33966
H 1.74941 5.36662 1.07746
H -0.24451 6.59914 -1.10037
H -0.53897 5.08544 -0.13575
H -0.32166 5.09652 -1.93789
C -1.19380 9.32550 2.55917
C -2.36906 8.51943 3.09791
N -2.30445 8.02905 4.51522
C -2.30674 9.22320 5.40933
C -3.54160 7.18601 4.79124
C -4.85426 7.94308 4.86311
C -1.04665 7.25858 4.74654
C -0.67814 6.11086 3.79183
O -1.71875 5.20469 3.55163
C -1.30842 3.97101 2.99599
H -1.01781 10.25020 3.10354
H -1.36465 9.51111 1.50188
H -0.27659 8.73127 2.60018
H -2.43469 7.62190 2.47483
H -3.30865 9.04067 2.94442
H -2.28905 8.89918 6.45342
H -3.20834 9.81967 5.32658
H -1.40658 9.80641 5.24059
H -3.35193 6.63627 5.71145
H -3.57101 6.46430 3.98126
H -5.00948 8.67986 4.08149
H -4.96375 8.42406 5.83444
H -5.63727 7.18799 4.81283
H -1.06610 6.88650 5.77064
H -0.23147 7.98132 4.71609
H 0.08862 5.56992 4.36540
H -0.22624 6.51913 2.88030
H -0.35171 3.64069 3.42291
H -1.18213 4.06309 1.91260
H -2.02730 3.17366 3.17081
C 5.42295 0.27229 2.89997
C 4.71289 -1.04547 2.68163
N 5.31401 -1.93631 1.60994
C 5.28712 -1.15167 0.33943
C 6.74677 -2.25095 1.97416
C 7.44772 -3.18334 1.00959
C 4.40417 -3.14456 1.42607
C 4.13115 -3.99915 2.64992
O 5.29825 -4.46265 3.19391
C 5.12556 -5.39184 4.26187
H 5.55593 0.86282 1.99589
H 6.40402 0.13846 3.35131
H 4.82357 0.85460 3.59967
H 3.67313 -0.87974 2.37980
H 4.71284 -1.58602 3.62632
H 5.44461 -1.84586 -0.48688
H 6.13784 -0.47903 0.32526
H 4.33029 -0.65191 0.21753
H 6.69907 -2.71702 2.95400
H 7.30454 -1.32986 2.12307
H 8.43689 -3.39559 1.41511
H 7.56584 -2.75139 0.01654
H 6.96902 -4.15990 0.95259
H 4.81650 -3.69402 0.58418
H 3.47342 -2.64069 1.14528
H 3.46192 -4.79060 2.28423
H 3.56028 -3.39956 3.37467
H 5.06654 -4.90796 5.23979
H 5.94493 -6.10418 4.24718
H 4.20180 -5.97021 4.14483
C -2.47498 -4.74071 0.15668
C -3.81131 -4.34858 0.77030
N -4.91816 -3.99884 -0.18285
C -6.16414 -3.82739 0.64174
C -4.54200 -2.67129 -0.84751
C -5.70519 -1.83594 -1.32866
C -5.16226 -5.02618 -1.26542
C -5.92420 -6.25436 -0.83734
O -5.27271 -6.79249 0.28714
C -6.04218 -7.85730 0.86452
H -1.78122 -4.91409 0.97782
H -2.00845 -4.00576 -0.49856
H -2.64988 -5.68931 -0.34877
H -3.71567 -3.49925 1.45063
H -4.11184 -5.17892 1.40483
H -6.03915 -2.89415 1.18799
H -6.26628 -4.67407 1.30844
H -7.00095 -3.67479 -0.03136
H -3.90376 -2.97788 -1.67429
H -3.98015 -2.13047 -0.09024
H -6.46491 -2.37101 -1.89610
H -5.30064 -0.99310 -1.89116
H -6.24192 -1.34735 -0.51303
H -4.19638 -5.29682 -1.68570
H -5.70971 -4.44641 -2.00911
H -5.96129 -6.96229 -1.67282
H -6.96900 -6.01218 -0.59728
H -6.90498 -7.43217 1.38464
H -5.44506 -8.43594 1.56171
H -6.39728 -8.54764 0.09567
C 0.77263 -4.60903 3.24648
C -0.60723 -4.21205 3.83993
C -0.55219 -3.14821 4.93617
C -0.69159 -1.78201 4.32684
N -0.87170 -0.68226 5.33810
C -1.27365 0.61664 4.67869
C -2.72461 0.87154 5.10588
C -2.75044 0.29432 6.49892
C -1.96829 -0.99627 6.36775
C 0.40360 -0.51324 6.13892
C 1.64807 -0.20880 5.31748
C 2.67687 0.43816 6.22606
H 0.56375 -5.31619 2.45078
H 1.37903 -5.01617 4.05147
H 1.23793 -3.69057 2.87491
H -1.00904 -5.16511 4.19500
H -1.31195 -3.91931 3.05291
H 0.39169 -3.27178 5.47226
H -1.36639 -3.37828 5.62177
H -1.61679 -1.71390 3.74587
H 0.13354 -1.52649 3.66632
H -0.65401 1.43180 5.04666
H -1.19258 0.53903 3.59525
H -2.96770 1.93120 5.05726
H -3.39525 0.36214 4.40807
H -2.22347 0.98055 7.17142
H -3.73062 0.15819 6.95117
H -1.59728 -1.32113 7.33248
H -2.58771 -1.74217 5.87396
H 0.49088 -1.40925 6.75396
H 0.19651 0.25905 6.88526
H 1.32902 0.42031 4.48182
H 1.96199 -1.14830 4.85205
H 2.36333 1.45164 6.48023
H 3.68266 0.48187 5.81314
H 2.74084 -0.10555 7.17063
C 3.71333 -4.18668 -7.64002
C 2.45814 -4.85518 -7.09460
C 1.73881 -4.02281 -6.02584
C 2.67433 -3.61115 -4.87068
N 1.97477 -3.27955 -3.57776
C 0.81633 -2.34421 -3.78728
C 1.33502 -0.89205 -3.77515
C 2.80705 -1.03152 -3.33458
C 2.93438 -2.42874 -2.77089
C 1.55062 -4.55705 -2.89189
C 1.32762 -4.46225 -1.39642
C 0.84188 -5.81847 -0.84517
H 4.05963 -4.75885 -8.50171
H 4.54245 -4.09757 -6.93848
H 3.49618 -3.20426 -8.07210
H 2.65220 -5.86191 -6.71341
H 1.77610 -5.00317 -7.93311
H 0.82571 -4.51477 -5.68778
H 1.48622 -3.08500 -6.53933
H 3.17708 -2.70934 -5.20869
H 3.42538 -4.38273 -4.70455
H 0.10901 -2.48377 -2.96902
H 0.28837 -2.64216 -4.68688
H 0.74786 -0.26959 -3.11393
H 1.30512 -0.53868 -4.80563
H 3.02835 -0.24167 -2.61861
H 3.49356 -0.92292 -4.17333
H 2.62776 -2.43394 -1.72489
H 3.90525 -2.92413 -2.79192
H 2.32083 -5.29557 -3.12282
H 0.65695 -4.89603 -3.41503
H 0.47980 -3.79004 -1.26511
H 2.22812 -4.24141 -0.83029
H 0.73461 -5.74447 0.23575
H 1.48226 -6.66452 -1.09417
H -0.15820 -6.09328 -1.19259
C -2.48877 0.48944 -2.21082
C -3.38069 1.47959 -2.93810
C -3.31317 1.60247 -4.45910
C -3.84557 0.40126 -5.23264
N -3.79958 0.55779 -6.72828
C -4.53062 -0.63295 -7.36837
C -6.01845 -0.21434 -7.35235
C -6.03941 1.33573 -7.19258
C -4.57863 1.71038 -7.28046
C -2.39065 0.58042 -7.26341
C -1.55718 -0.63697 -6.96036
C -0.26857 -0.66041 -7.79015
H -2.81373 -0.53349 -2.43714
H -2.53632 0.57480 -1.12385
H -1.42100 0.57806 -2.42205
H -3.23241 2.48566 -2.52875
H -4.43559 1.34932 -2.65536
H -2.30020 1.88890 -4.75974
H -3.91234 2.46038 -4.77683
H -4.87852 0.16726 -4.98518
H -3.18141 -0.44088 -5.03501
H -4.20409 -0.58168 -8.40345
H -4.35478 -1.54473 -6.81577
H -6.53321 -0.57851 -8.23452
H -6.48124 -0.65071 -6.46649
H -6.60717 1.72276 -8.03360
H -6.52638 1.58677 -6.25505
H -4.27427 1.86309 -8.31721
H -4.26974 2.64912 -6.82183
H -1.90259 1.45347 -6.82713
H -2.48633 0.74614 -8.33409
H -2.13383 -1.56114 -7.06122
H -1.26200 -0.66925 -5.90241
H -0.43902 -0.72981 -8.86081
H 0.34171 -1.50236 -7.46096
H 0.28818 0.24977 -7.55641
N 1.20130 -0.60538 1.41943
S 1.56310 0.92327 1.00676
O 0.51734 1.85360 0.84268
O 2.57254 0.96229 0.01147
F 2.22201 1.36733 2.36161
S -0.05605 -0.99551 0.54514
O 0.28290 -0.92659 -0.85112
O -1.35960 -0.64422 0.99177
F -0.04830 -2.57646 0.75259